C79H110ClN13O18 | the ωB97M-V functional and the def2-TZVPD basis

Results
**Total charge**: +8
**Kohn-Sham gap**: 5.8436 eV
**Highest occupied orbital energy**: -18.8 eV

Element x y z (Å)
Cl1 0.190 1.641 -0.661
O1 0.230 0.232 -0.655
O2 -0.044 2.127 -2.012
O3 -0.905 2.014 0.154
O4 1.425 2.209 -0.148
C1 -2.044 2.489 -7.554
C2 -1.064 2.513 -6.251
C3 0.311 2.409 -6.811
N1 1.559 2.364 -5.779
C4 2.801 2.513 -6.594
C5 4.052 2.627 -5.756
C6 4.012 3.831 -4.763
C7 2.702 3.797 -4.009
C8 1.414 3.491 -4.810
C9 1.485 1.102 -5.079
H1 -1.974 1.598 -8.169
H2 -1.928 3.373 -8.214
H3 -3.062 2.420 -7.175
H4 -1.293 1.598 -5.743
H5 -1.352 3.454 -5.662
H6 0.459 3.162 -7.569
H7 0.539 1.518 -7.332
H8 2.574 3.384 -7.199
H9 2.898 1.723 -7.330
H10 4.888 2.881 -6.371
H11 4.148 1.682 -5.201
H12 4.049 4.713 -5.397
H13 4.845 3.849 -4.051
H14 2.430 4.786 -3.604
H15 2.744 3.174 -3.125
H16 1.239 4.248 -5.546
H17 0.489 3.256 -4.261
H18 2.265 0.922 -4.350
H19 1.552 0.296 -5.805
H20 0.569 0.942 -4.514
C10 0.590 7.758 -4.992
C11 -0.551 6.872 -4.521
O5 -0.299 5.881 -3.888
N2 -1.831 7.346 -4.772
H21 -1.384 4.650 -2.468
H22 -2.648 6.792 -4.628
C12 -2.175 8.600 -5.362
H23 1.501 7.302 -4.555
H24 0.672 8.826 -4.779
H25 0.732 7.659 -6.030
H26 -2.960 8.389 -6.056
H27 -1.408 8.908 -6.067
H28 -2.443 9.393 -4.631
C13 0.652 -1.416 5.810
C14 0.660 -1.379 4.257
O6 0.820 -2.383 3.555
N3 0.528 -0.118 3.754
H29 -1.902 -3.484 3.527
H30 0.520 0.617 4.448
C15 0.230 0.190 2.407
H31 1.051 -0.455 6.168
H32 1.283 -2.216 6.292
H33 -0.372 -1.422 6.255
H34 -0.699 0.751 2.161
H35 0.221 -0.700 1.872
H36 1.040 0.807 2.023
C16 -11.861 2.512 6.000
N4 -10.554 2.104 5.331
C17 -9.554 3.015 5.251
C18 -8.421 2.678 4.402
C19 -8.484 1.480 3.682
C20 -9.551 0.607 3.820
C21 -10.547 0.945 4.659
C22 -7.351 1.194 2.723
C23 -7.619 1.274 1.327
C24 -6.499 1.342 0.541
N5 -5.231 1.102 1.003
C25 -5.026 0.942 2.347
C26 -6.065 0.991 3.257
C27 -4.096 0.919 -0.027
H37 -11.659 3.162 6.822
H38 -12.244 1.621 6.473
H39 -12.546 2.875 5.216
H40 -9.721 4.052 5.728
H41 -7.703 3.438 4.178
H42 -9.588 -0.261 3.196
H43 -11.403 0.291 4.698
H44 -8.581 1.418 0.901
H45 -6.521 1.537 -0.527
H46 -4.038 0.624 2.657
H47 -5.985 0.857 4.335
H48 -4.578 1.020 -1.004
H49 -3.661 -0.056 0.066
H50 -3.454 1.850 0.114
C28 9.374 2.904 4.793
N6 8.127 2.286 5.308
C29 8.083 2.133 6.638
C30 6.928 1.596 7.228
C31 5.795 1.221 6.453
C32 5.859 1.380 5.096
C33 7.064 1.960 4.576
C34 4.527 0.811 7.183
C35 3.307 1.393 6.891
C36 2.227 1.143 7.690
N7 2.265 0.258 8.665
C37 3.408 -0.331 8.982
C38 4.574 -0.057 8.274
C39 0.991 0.150 9.432
H51 10.163 2.317 5.182
H52 9.482 4.011 5.098
H53 9.407 2.851 3.716
H54 8.947 2.388 7.233
H55 6.919 1.459 8.332
H56 5.042 1.241 4.410
H57 7.085 2.300 3.521
H58 3.161 2.056 6.047
H59 1.239 1.683 7.548
H60 3.355 -1.000 9.804
H61 5.410 -0.681 8.557
H62 1.134 0.153 10.526
H63 0.528 -0.795 9.067
H64 0.302 0.962 9.220
C40 5.631 6.693 -1.079
N8 4.323 6.563 -0.350
C41 3.568 7.641 -0.234
C42 2.357 7.655 0.392
C43 1.764 6.462 0.764
C44 2.527 5.283 0.654
C45 3.802 5.394 0.128
C46 0.438 6.455 1.430
C47 -0.319 7.579 1.729
C48 -1.506 7.554 2.461
N9 -1.992 6.288 2.819
C49 -1.269 5.232 2.521
C50 -0.077 5.207 1.874
C51 -3.240 6.191 3.628
H65 6.273 6.913 -0.245
H66 5.615 7.462 -1.820
H67 5.893 5.689 -1.497
H68 4.026 8.556 -0.514
H69 1.861 8.618 0.575
H70 2.221 4.290 0.885
H71 4.347 4.453 0.004
H72 0.039 8.561 1.368
H73 -2.101 8.418 2.737
H74 -1.709 4.356 3.004
H75 0.370 4.264 1.728
H76 -3.511 7.158 4.041
H77 -3.103 5.447 4.469
H78 -3.990 5.755 2.981
C52 -4.407 -8.659 -3.566
N10 -5.618 -9.429 -3.918
C53 -5.619 -10.716 -3.649
C54 -6.758 -11.507 -3.908
C55 -7.911 -10.818 -4.270
C56 -7.849 -9.455 -4.546
C57 -6.692 -8.773 -4.390
C58 -9.220 -11.567 -4.501
C59 -9.475 -12.271 -5.674
C60 -10.642 -13.027 -5.792
N11 -11.594 -13.024 -4.837
C61 -11.404 -12.233 -3.789
C62 -10.222 -11.553 -3.500
C63 -12.811 -13.829 -4.921
H79 -4.391 -7.664 -3.984
H80 -3.527 -9.138 -3.934
H81 -4.406 -8.495 -2.495
H82 -4.681 -11.087 -3.249
H83 -6.659 -12.599 -3.666
H84 -8.704 -8.883 -4.899
H85 -6.594 -7.756 -4.615
H86 -8.766 -12.267 -6.530
H87 -10.848 -13.749 -6.550
H88 -12.214 -12.252 -3.066
H89 -10.182 -10.981 -2.600
H90 -13.614 -13.125 -4.714
H91 -12.705 -14.657 -4.141
H92 -12.837 -14.331 -5.913
C64 12.859 -7.794 -3.421
N12 11.620 -7.157 -2.828
C65 11.313 -7.348 -1.547
C66 10.256 -6.601 -0.936
C67 9.517 -5.653 -1.690
C68 9.852 -5.530 -3.061
C69 10.928 -6.237 -3.566
C70 8.368 -4.827 -1.225
C71 8.533 -3.531 -0.817
C72 7.343 -2.818 -0.579
N13 6.102 -3.381 -0.746
C73 5.984 -4.655 -1.177
C74 7.101 -5.400 -1.471
C75 4.944 -2.575 -0.267
H93 13.425 -6.910 -3.787
H94 12.506 -8.417 -4.231
H95 13.468 -8.320 -2.702
H96 11.798 -8.166 -1.025
H97 10.131 -6.703 0.126
H98 9.358 -4.884 -3.812
H99 11.218 -6.161 -4.622
H100 9.474 -3.137 -0.524
H101 7.359 -1.779 -0.270
H102 5.004 -5.044 -1.413
H103 6.946 -6.467 -1.774
H104 4.618 -1.923 -1.034
H105 5.215 -1.958 0.602
H106 4.201 -3.293 0.015
O7 4.532 1.848 0.571
C76 5.603 1.224 1.272
O8 5.669 0.012 1.157
O9 6.173 2.016 2.013
H107 3.819 1.206 0.529
O10 -3.730 4.554 -0.456
C77 -2.932 5.200 -1.373
O11 -2.993 6.384 -1.589
O12 -2.030 4.264 -1.785
H108 -3.930 5.256 0.151
O13 -0.439 2.781 6.741
C78 -0.028 3.007 5.475
O14 -0.593 3.781 4.727
O15 0.928 2.272 5.114
H109 -1.133 3.403 6.977
O16 -0.572 -3.790 1.580
C79 -1.614 -4.582 2.005
O17 -1.964 -5.521 1.317
O18 -2.313 -4.251 3.120
H110 0.020 -3.516 2.327